{"formula": "C26H28ClMnN8O4S", "method": "wB97M-V/def2-TZVPD", "elements": ["H", "O", "N", "H", "C", "H", "H", "H", "O", "H", "N", "N", "H", "C", "H", "H", "H", "H", "C", "S", "H", "H", "H", "H", "C", "C", "Cl", "H", "C", "C", "C", "N", "H", "H", "H", "C", "H", "H", "N", "C", "N", "H", "C", "O", "H", "H", "N", "C", "H", "C", "C", "C", "N", "H", "C", "C", "C", "C", "C", "C", "O", "C", "C", "H", "C", "Mn", "C", "H", "C"], "coordinates": [[-2.79010, 1.74639, -5.09661], [2.83687, -0.67344, 2.67810], [-1.36911, 1.74300, 2.09382], [-5.23450, -0.39151, -2.43418], [-1.05558, 0.38432, 5.57510], [-4.34135, 2.56727, -4.93215], [6.21668, -0.89193, -2.28822], [-2.57644, 1.72119, 3.80856], [-2.40253, 0.92389, -2.51309], [4.20815, 1.83633, -1.58420], [-0.88800, 2.80004, 1.39479], [-1.23945, 1.06001, 0.05061], [-5.49576, 0.36334, -4.52156], [-1.67848, -2.21478, -1.53688], [6.12543, -2.73263, 1.57815], [-1.21985, 2.83799, 3.81743], [0.84889, 0.67348, 2.79530], [-4.53921, 0.26271, -5.98716], [2.47398, -1.07513, 3.91103], [-3.38829, 2.06167, -2.90098], [1.60810, 1.32940, -0.59409], [4.61550, 0.77231, -2.92810], [-0.59396, -0.80772, 7.29667], [3.25714, 0.30804, 0.55827], [4.64524, -0.18889, -0.99284], [1.29208, -0.57127, 4.49685], [0.35583, -2.13342, -0.11780], [-1.97808, 0.75543, 6.00890], [-1.57409, 0.70861, 1.29021], [1.60065, 0.85203, -1.56020], [-0.27383, -0.50149, 6.30992], [2.32084, 0.07133, -3.48692], [7.15780, -2.47559, -0.66498], [-4.94020, 2.43046, -1.20788], [0.41209, -0.39350, -4.21981], [0.50349, 0.34321, 3.76721], [-4.40259, -0.02832, -0.92035], [-5.70792, 2.08942, -2.75577], [0.51610, 0.47959, -2.23554], [-0.83929, 2.36570, 0.16602], [3.33677, -1.99293, 4.39078], [-1.96025, -0.25151, 1.59835], [-0.86110, -3.27855, -0.84783], [-1.26748, -1.73881, -2.64453], [-0.34913, -3.94670, -1.52973], [-0.52561, 2.97342, -0.66855], [2.67288, 0.61551, -2.29536], [-3.76853, 1.68973, -4.61602], [-6.13121, 0.27225, -1.07160], [-4.47688, 0.37870, -4.90481], [-5.18046, 0.30672, -1.60292], [4.09522, 0.82698, -1.97703], [4.25894, -2.18538, 3.46630], [-1.38822, -3.79269, -0.05347], [4.08732, -0.31648, 0.25497], [5.72777, -2.03077, 0.85599], [1.02103, -0.00165, -3.42129], [3.95777, -1.38294, 2.42667], [6.29378, -1.88503, -0.39256], [-0.67295, 0.81322, 4.29422], [-2.45295, -1.49061, -0.81941], [4.60409, -1.24539, 1.18131], [5.75571, -0.98363, -1.31088], [-3.92366, -0.47579, -4.51461], [-1.52340, 1.82635, 3.55429], [-1.26404, -0.15857, -1.53036], [0.90215, -0.99522, 5.78052], [1.51709, -1.69688, 6.32982], [-4.95088, 1.73912, -2.04984]], "energy_ev": -102178.180, "multiplicity": 4, "charge": 3}